(1)
# C79H73BF3NO4OsP2STe

C79H73BF3NO4OsP2STe as an isolated structure in a non-equilibrium geometry (wB97M-V/def2-TZVPD, the Open Molecules 2025 dataset).

```
! wB97M-V def2-TZVPD RIJCOSX def2/J DEFGRID3
* xyz 1 2
F -0.201 -4.613 -0.769
H -0.724 -1.858 -5.962
C 4.228 -2.876 0.396
C 3.990 5.270 1.462
C -4.030 -1.470 -0.030
H 3.426 -1.928 -6.663
C 6.413 -3.782 3.414
C -8.441 -1.502 -1.645
N -0.275 0.521 -0.053
H -7.517 -2.642 0.898
H -8.693 -2.406 -1.099
H 3.900 -1.848 6.368
C 5.624 -0.749 -2.969
H -3.821 1.019 -6.469
C -0.983 -3.577 6.057
H -0.220 5.938 3.472
C -0.184 0.136 3.786
H 1.274 5.718 -0.621
C -6.386 -1.226 -0.243
C -0.557 -2.488 5.315
H -3.723 6.605 -2.163
C 3.285 -2.093 1.049
C 3.236 4.117 1.307
C 3.920 2.879 0.817
H -4.818 5.233 -1.976
H 1.101 5.057 -2.240
C 0.310 -4.086 -3.835
C 0.518 1.215 4.312
C -3.814 5.526 -2.271
H -2.317 -2.349 -2.583
C 4.488 -1.420 -4.859
C 1.293 5.298 2.112
C -2.777 4.824 -1.450
H -9.367 -1.025 -1.959
H -3.319 -4.614 -2.635
H -0.526 4.356 2.739
H 1.669 4.023 -0.922
O -2.951 -2.932 1.290
H -2.111 -0.707 3.383
H 0.901 1.063 -3.119
C 4.398 -2.576 3.094
C -5.451 -2.954 1.224
C 4.579 -0.326 -0.899
H 7.497 -1.546 -3.689
C 6.681 -0.902 -4.021
C -2.308 -4.461 -2.979
H 5.044 5.234 1.230
C 3.418 6.457 1.892
H -0.546 -1.508 5.772
C -6.526 -2.299 0.643
H 1.240 -1.699 -5.550
P 0.524 -1.309 2.947
H 1.750 1.663 -1.681
H -6.702 1.415 -1.044
C 3.365 -1.662 -5.620
H -0.695 -5.988 3.712
C -1.430 5.116 -1.617
C -0.229 -3.926 3.425
C 3.136 -1.018 -2.766
H 6.671 -0.010 -1.237
C 4.359 -1.057 -3.502
O -0.083 -0.878 -1.793
C 0.984 4.829 -1.183
P 0.247 -1.348 -3.265
C 4.254 7.693 2.006
H 4.761 7.707 2.970
H -7.881 -1.784 -2.533
C -0.648 -5.012 4.169
C -7.291 0.702 -1.616
H 0.045 -4.064 2.386
H -3.655 2.272 1.460
C -1.555 2.208 5.019
Te 0.603 2.379 1.189
H 4.148 -2.991 -0.674
C 0.100 0.435 -1.224
C -1.579 0.120 3.839
H -2.482 -0.870 -7.331
C -0.256 -5.347 -3.874
C 5.397 -3.303 2.420
F 1.404 -3.275 -1.358
C -2.270 -0.452 -6.359
C 2.562 -1.434 4.735
C -3.029 0.597 -5.868
H -2.497 1.151 0.737
C 5.728 -0.314 -1.666
H -6.744 0.424 -2.513
H 1.606 7.337 2.613
H -1.989 -6.520 -3.456
C -0.976 -0.486 -4.324
C -0.138 5.358 2.554
C -1.018 -4.841 5.492
C 3.322 -0.729 -1.385
C -2.167 3.189 0.230
H -7.947 0.582 1.066
C 5.935 -1.489 -5.235
H 5.985 -4.097 0.507
H 6.667 -2.467 5.150
C -1.766 0.545 -3.822
H 1.330 -3.928 -4.152
H -1.997 2.160 2.094
C -2.610 2.135 1.191
H -8.841 -0.931 0.994
H -9.381 0.444 0.043
H -4.165 3.597 -0.383
H 6.432 -4.873 3.434
H 1.801 -1.037 5.393
C -0.813 3.501 0.054
C 3.262 -2.011 2.467
H -3.689 5.289 -3.327
Os 0.034 -1.878 0.671
H 7.113 0.074 -4.259
S 2.227 -1.026 0.045
C 2.148 -1.549 -4.984
H 5.018 7.710 1.231
H -0.764 5.835 1.799
H -1.297 -3.437 7.080
C 2.286 -1.488 3.365
C 4.650 -2.524 4.475
C -4.186 -2.513 0.886
H -3.333 1.114 4.551
H 5.842 -3.976 5.531
H 4.928 2.820 1.224
C 1.994 -1.267 -3.602
O 2.268 0.237 0.842
H -8.208 1.195 -1.927
C 2.074 6.441 2.236
H 4.008 2.893 -0.271
C -0.441 4.463 -0.892
H 0.329 -6.183 -4.232
C 1.872 4.135 1.604
O -2.697 -1.253 -0.212
H -5.600 -3.776 1.907
C -3.124 3.852 -0.525
C 0.767 1.439 -2.103
C -2.791 1.072 -4.589
H -1.342 -5.693 6.072
C -0.436 -3.020 -3.353
C -8.503 -0.082 0.409
B -2.020 -2.153 0.618
H 6.150 -0.945 -6.154
C -5.104 -0.814 -0.600
C 0.569 -3.611 -0.302
C 5.954 -3.202 4.770
H -1.621 0.920 -2.821
C -0.167 -2.656 3.990
C -1.559 -5.531 -3.442
F 1.434 -4.240 0.564
H 3.365 1.990 1.107
H 1.598 1.233 4.266
H -3.415 1.844 -4.165
C -1.752 -3.197 -2.939
H 0.191 2.363 -2.130
C 5.280 -3.501 1.065
H 3.650 8.593 1.928
C -2.257 1.138 4.480
C -1.264 -1.002 -5.585
H -1.135 5.860 -2.345
C -0.174 2.252 4.922
H -2.095 3.006 5.505
C -7.633 -0.531 -0.774
H 7.416 -3.450 3.145
H 0.376 3.090 5.324
H 4.637 -0.033 0.139
H -4.919 -0.018 -1.300
H 6.221 -2.531 -5.404
C 3.739 -1.912 5.303
*
```

Values from the calculation:
Frontier orbital gap (spin up / spin down)   4.56 / 4.63 eV
E_tot   -5173.736564 a.u.
Highest occupied orbital energy (spin up / spin down)   -7.8716 / -7.8400 eV

---

(2)
# C7H10

An isolated molecule of C7H10 in a non-equilibrium geometry (wB97M-V/def2-TZVPD, the Open Molecules 2025 dataset).

```
! wB97M-V def2-TZVPD RIJCOSX def2/J DEFGRID3
* xyz 0 1
H 1.366 -2.857 -1.847
C 0.558 -2.012 -0.202
H -0.663 3.860 -0.767
C -0.663 -1.327 1.890
H -1.056 0.393 -0.841
H 0.125 3.409 0.679
C 0.958 -1.959 -1.437
C -0.169 -1.059 0.681
H -0.500 -2.331 2.303
H 0.874 -2.895 0.412
H 0.642 0.532 -0.459
H -1.232 -0.557 2.450
H 0.828 -1.235 -2.253
C -0.250 3.005 -0.158
H 0.702 2.607 -0.800
C -1.120 1.925 0.272
C -0.399 0.502 0.077
*
```

Values from the calculation:
ΔE to the lowest compared entry with this formula, charge and spin   156.7 kcal/mol
Frontier orbital gap   8.54 eV
E_tot   -272.468324 a.u.
Highest occupied orbital energy   -8.3818 eV